# 1
DFT (ωB97M-V with the def2-TZVPD basis set) results for a molecular structure, C24H25AsIN4O7S2Sn in a non-equilibrium geometry.

Atoms and positions in Å:
1 Sn -0.07223 0.65629 -0.63797
2 C -1.88833 4.09107 0.52979
3 N -0.76807 4.06266 -0.38173
4 C 0.49341 4.55128 -0.11148
5 C 1.29977 4.23691 -1.13779
6 N 0.53998 3.51929 -2.05722
7 C -0.75273 3.40871 -1.57130
8 S -2.06037 2.77061 -2.36737
9 C 1.07301 2.74035 -3.09492
10 C 2.16883 3.18035 -3.83075
11 C 2.65374 2.35987 -4.83135
12 C 2.03074 1.14245 -5.06756
13 C 0.95522 0.79543 -4.26915
14 N 0.49065 1.57066 -3.30081
15 H -1.77052 4.93351 1.20848
16 H -1.94322 3.16806 1.11492
17 H -2.80656 4.19240 -0.04536
18 H 0.70142 5.10041 0.78844
19 H 2.34509 4.42201 -1.28946
20 H 2.62887 4.13453 -3.61875
21 H 3.50985 2.66551 -5.41748
22 H 2.38073 0.46923 -5.83681
23 H 0.43289 -0.14582 -4.39093
24 O -3.92046 -0.31072 1.99302
25 As -2.21914 0.20000 2.24715
26 O -2.29508 1.39166 3.33297
27 O -1.83549 0.56497 0.66458
28 C -1.53881 -1.50140 2.89064
29 C -2.42271 -2.42218 3.43904
30 C -1.95152 -3.61664 3.95993
31 C -0.59253 -3.90162 3.95859
32 C 0.29473 -2.99224 3.40928
33 C -0.19069 -1.80799 2.88121
34 S 0.92792 -0.67554 2.13464
35 O 0.95096 -1.00514 0.68318
36 O 2.23503 -0.94030 2.72487
37 O 0.43182 0.66446 2.35225
38 H -4.00010 -0.42903 1.03866
39 H -3.47900 -2.19033 3.44421
40 H -2.64863 -4.33485 4.37169
41 H -0.23175 -4.82781 4.38654
42 H 1.36299 -3.15881 3.38957
43 C -0.82020 -1.20458 -1.82335
44 C -1.29309 -2.31386 -0.97689
45 C -2.65219 -2.45721 -0.67501
46 C -3.11422 -3.51215 0.09453
47 C -2.22250 -4.43190 0.62592
48 C -0.86569 -4.28576 0.36973
49 C -0.41215 -3.25762 -0.43723
50 H -1.60678 -0.83541 -2.48369
51 H 0.06205 -1.49191 -2.40186
52 H -3.34709 -1.72990 -1.08077
53 H -4.17739 -3.62445 0.27443
54 H -2.57464 -5.25287 1.23813
55 H -0.15460 -4.97911 0.80446
56 H 0.64503 -3.16169 -0.64532
57 N 3.93289 -0.68950 0.05178
58 C 3.31120 0.49737 -0.15538
59 O 2.77042 0.79945 -1.20670
60 C 3.43899 1.49869 0.96880
61 I 4.64301 3.11453 0.29532
62 H 3.65392 -1.40228 -0.60757
63 H 3.90013 -0.99560 1.02015
64 H 3.90246 1.08035 1.85175
65 H 2.46071 1.90316 1.21330

Cartesian forces (eV/Å) of the 2 atoms listed first:
Sn -1.1 -0.9 0.3
C -0.3 -0.1 0.2

Orbital gap = 6.137 eV
2S+1 = 1
LUMO level = 0.0708 Eh
HOMO energy = -4.2 eV
Net charge = -1
Relative energy (zero: lowest compared OMol25 entry of this formula, charge and spin) = 0.0 kcal/mol

# 2
DFT (ωB97M-V with the def2-TZVPD basis set) results for 2 unconnected molecules or ions with the total composition CH3N2OS in a non-equilibrium geometry.

Atoms and positions in Å:
1 C 0.18495 0.94645 0.23639
2 N -1.01626 1.12862 -0.13459
3 N -1.94954 0.30766 -0.39386
4 O -0.77840 -1.69149 0.14211
5 S -3.39250 0.05947 0.10337
6 H -1.29419 -1.67313 1.06513
7 H 0.41908 0.01180 0.71500
8 H 0.71674 1.87475 0.24541

Cartesian forces (eV/Å) of the 2 atoms listed first:
C -0.9 0.5 0.6
N -1.5 0.0 -0.3

Orbital gap (alpha / beta) = 6.807 / 6.808 eV
2S+1 = 1
LUMO level (alpha / beta) = 0.1407 / 0.1407 Eh
HOMO energy (alpha / beta) = -3.0 / -3.0 eV
Net charge = -1
Relative energy (zero: lowest compared OMol25 entry of this formula, charge and spin) = 47.6 kcal/mol

# 3
DFT (ωB97M-V with the def2-TZVPD basis set) results for a molecular structure, C35H33O2P2ReS2Te.

Atoms and positions in Å:
1 Re 0.39015 -1.54312 -0.19784
2 S -0.25523 -2.08948 2.13144
3 P -0.18548 -0.05310 2.22829
4 C 0.23313 0.27552 0.58222
5 P -0.81130 1.04510 -0.58544
6 S -1.81167 -0.59534 -1.20642
7 C -1.81225 2.40482 0.04377
8 C -3.19915 2.35055 0.02177
9 C -3.93623 3.43198 0.48558
10 C -3.28721 4.55401 0.97248
11 C -1.89824 4.60322 1.00153
12 C -1.16097 3.53376 0.53350
13 C 0.19121 1.81747 -1.86129
14 C -0.44441 2.62888 -2.79680
15 C 0.28903 3.21527 -3.81176
16 C 1.66129 3.00614 -3.88645
17 C 2.29723 2.21137 -2.94577
18 C 1.56239 1.61173 -1.93505
19 C 1.03858 0.53277 3.39194
20 C 2.12089 1.27507 2.94008
21 C 3.08028 1.70875 3.84192
22 C 2.95700 1.39263 5.18491
23 C 1.87433 0.64468 5.63639
24 C 0.91267 0.21366 4.74193
25 C -1.78570 0.57217 2.76529
26 C -2.94852 -0.13570 2.46525
27 C -4.17653 0.35610 2.87527
28 C -4.24654 1.55054 3.57672
29 C -3.09151 2.26201 3.86693
30 C -1.86123 1.77465 3.46483
31 H -3.69925 1.46603 -0.35171
32 H -5.01647 3.39395 0.46429
33 H -3.86304 5.39673 1.32980
34 H -1.39450 5.48203 1.37973
35 H -0.07721 3.58385 0.53393
36 H -1.51217 2.80495 -2.73405
37 H -0.20699 3.84173 -4.53915
38 H 2.23578 3.47271 -4.67455
39 H 3.36712 2.05994 -2.99565
40 H 2.05490 0.98785 -1.19763
41 H 2.21053 1.51083 1.88550
42 H 3.92275 2.29100 3.49563
43 H 3.70661 1.72748 5.88864
44 H 1.78270 0.39992 6.68502
45 H 0.06796 -0.36795 5.09244
46 H -2.88719 -1.07065 1.92341
47 H -5.07787 -0.19778 2.65226
48 H -5.20629 1.92827 3.90211
49 H -3.14817 3.19355 4.41362
50 H -0.95917 2.32720 3.70068
51 C -0.53746 -5.48324 -1.95516
52 C -0.13186 -4.03788 -1.90875
53 O -0.06764 -3.52091 -0.77175
54 C 0.16476 -3.30672 -3.12121
55 C -0.12197 -3.89734 -4.37288
56 C 0.13629 -3.24881 -5.55139
57 C 0.71695 -1.97381 -5.52067
58 C 1.02712 -1.36855 -4.33004
59 C 0.75117 -2.01476 -3.10901
60 O 1.09477 -1.37965 -2.00724
61 H -0.58775 -5.86209 -0.93871
62 H 0.15815 -6.07847 -2.54502
63 H -1.52087 -5.57830 -2.41624
64 H -0.56953 -4.88042 -4.39892
65 H -0.10619 -3.71266 -6.49665
66 H 0.92136 -1.45596 -6.44807
67 H 1.46884 -0.38225 -4.28978
68 C 2.60340 -4.36405 1.04075
69 Te 2.79610 -2.27556 0.72087
70 C 3.90521 -2.44382 -1.08714
71 H 2.22433 -4.82913 0.13293
72 H 1.88979 -4.50113 1.84993
73 H 3.56767 -4.77834 1.31944
74 H 4.96979 -2.45261 -0.87358
75 H 3.64165 -1.59700 -1.71482
76 H 3.60986 -3.36433 -1.58640

Cartesian forces (eV/Å) of the 2 atoms listed first:
Re -0.5 0.8 -0.1
S 0.1 0.0 0.2

Orbital gap (alpha / beta) = 6.787 / 6.775 eV
2S+1 = 2
LUMO level (alpha / beta) = -0.1216 / -0.1111 Eh
HOMO energy (alpha / beta) = -10.1 / -9.8 eV
Net charge = +1
Relative energy (zero: lowest compared OMol25 entry of this formula, charge and spin) = 4.0 kcal/mol

Here are the calculated E_tot numbers, same order: -5219.58349 -622.71811 -3329.25792 (a.u.).